(1)
Density functional theory data (wB97M-V/def2-TZVPD) for a structure of composition C2H4BrClIN.

Last column: natural (NBO) charge in e.
Element x y z (Å)
C 0.55282 -1.13990 1.00888  -0.52
H -0.38208 -1.07259 1.51949  0.22
I 2.28420 0.41658 -0.71564  0.27
N 0.65223 0.22058 0.50434  -0.43
Br -0.53623 0.75292 -2.57581  0.12
C -1.35998 1.40203 -1.06262  -0.38
H 0.75190 -1.95881 0.34268  0.21
H -0.70552 2.12108 -0.50749  0.23
Cl -2.60929 0.56455 -0.27136  0.05
H 1.35195 -1.30644 1.75752  0.22

Atomic forces in eV per Å
C 1.073 1.258 0.760
H -0.840 -0.958 0.296
I 0.085 -0.020 0.556
N 1.127 -0.365 -0.477
Br -0.649 -0.231 -0.670
C 0.972 0.994 0.777
H -0.621 -0.295 -0.805
H -1.152 -0.855 -0.367
Cl 0.260 0.120 -0.170
H -0.257 0.351 0.101

Summary:
- Electronic energy: -3465.09689 Eh
- E_LUMO (alpha / beta): -0.160 / -1.008 eV
- Net charge: 0
- HOMO (alpha / beta): -9.099 / -8.052 eV
- Energy above the lowest of the compared OMol25 structures with the same formula, charge and spin: 76.8 kcal per mole
- Kohn-Sham gap (alpha / beta): 8.939 / 7.044 eV

***

(2)
Density functional theory data (wB97M-V/def2-TZVPD) for a cluster of 2 separate species, C4H15N2OS in total.

Last column: natural (NBO) charge in e.
Element x y z (Å)
H 1.52251 0.88567 -1.97207  0.22
H -1.92824 2.31454 -0.32802  0.21
N -0.08135 1.52733 -0.73102  -0.68
H -0.06931 -1.71302 -0.50479  0.23
H 1.89613 -0.09729 1.54813  0.44
S 1.32395 -3.06657 0.90920  -0.05
C -1.46773 1.31090 -0.59720  -0.42
H -3.40132 0.10060 1.17399  0.47
H 2.38027 -0.82007 -0.66113  0.24
O -2.83328 -0.59395 1.00635  -0.94
H 0.17424 -0.24635 -2.11778  0.22
C 1.44156 -0.39941 -0.29265  -0.08
H 2.70417 1.05234 0.50757  0.46
H 1.05272 1.25008 1.04823  0.46
H 0.15519 2.45404 -1.07774  0.39
H 0.84451 -2.93864 2.18106  0.15
H -3.38308 -1.13135 0.35859  0.48
C 0.57017 -1.44944 0.22637  -0.51
H -1.94042 0.86922 -1.38945  0.19
C 0.64474 0.51321 -1.38660  -0.23
H -1.39363 0.69344 0.30710  0.22
N 1.75608 0.58437 0.77968  -0.70
H 0.03213 -1.09967 1.01221  0.23

Atomic forces in eV per Å
H -0.941 0.376 0.236
H 0.204 -1.407 -0.314
N 1.946 1.862 -1.784
H -2.208 -1.182 -2.351
H 0.600 1.035 0.303
S -0.232 1.295 0.067
C 0.264 2.100 4.316
H -1.827 2.520 0.881
H -0.042 0.401 -0.134
O 0.229 -3.726 -1.753
H -0.070 1.458 1.206
C -0.948 1.712 -1.939
H -2.212 -0.689 1.105
H -0.898 0.594 -0.647
H -0.067 -0.401 -0.284
H 0.191 0.003 -0.635
H 1.157 0.668 1.238
C 2.517 -2.290 1.411
H -1.236 -1.186 -2.077
C 3.084 -2.478 -1.123
H -1.790 -0.028 -0.557
N 4.326 -1.695 0.580
H -2.046 1.057 2.255

Summary:
- Electronic energy: -744.01897 Eh
- E_LUMO: -3.276 eV
- Net charge: +1
- HOMO: -12.868 eV
- Energy above the lowest of the compared OMol25 structures with the same formula, charge and spin: 59.2 kcal per mole
- Kohn-Sham gap: 9.592 eV

***

(3)
Density functional theory data (wB97M-V/def2-TZVPD) for a structure of composition C11H12CaN4O5Se.

Last column: natural (NBO) charge in e.
Element x y z (Å)
H -1.65525 2.11146 0.77655  0.17
Se -1.19290 -3.31090 3.14970  1.04
N -0.65422 -1.99130 2.08738  -0.69
C -0.44123 -1.23824 4.29526  0.06
H 1.55336 2.63277 -2.06584  0.20
H -3.09705 2.07748 -0.24624  0.19
H 0.92321 2.01530 2.81150  0.21
C 2.43611 1.25643 -0.66666  0.77
O -2.15895 0.25281 0.11623  -0.79
C -2.09118 1.67562 -0.12218  -0.07
H -1.06902 3.09594 -1.37489  0.20
C -1.26422 2.02061 -1.36345  -0.26
O -0.28747 -1.76905 -1.64879  -0.86
H -1.84051 1.77905 -2.25493  0.23
N 0.15815 0.20212 2.35354  -0.50
N -0.89224 -2.42047 4.65548  -0.57
C 0.52453 1.08945 3.21615  0.14
O 2.10456 0.14332 -0.07950  -0.92
C -0.81724 -0.82476 -2.34459  0.74
H 1.01806 2.81193 -0.39468  0.20
N 0.01289 1.28388 -1.41552  -0.53
H -2.50405 -0.16096 -0.70250  0.52
C 1.23682 2.08057 -1.17744  -0.34
Ca 0.13375 -0.60051 0.08794  1.79
H 0.77399 1.76137 5.28144  0.24
H 1.15058 0.05934 -2.70464  0.23
H -0.11999 -0.33770 6.26947  0.24
C -0.03947 -0.18895 5.20039  -0.13
O 3.55041 1.71652 -0.81616  -0.65
C 0.44091 0.94154 4.65956  -0.26
O -2.01972 -0.70205 -2.60470  -0.71
H -0.19483 0.89821 -3.53386  0.20
C -0.31525 -0.99817 2.89041  0.26
C 0.11743 0.38975 -2.61993  -0.35

Atomic forces in eV per Å
H 0.052 -0.054 0.057
Se 0.047 -0.044 -0.068
N -0.006 0.126 0.592
C 0.175 0.362 0.574
H -0.040 0.054 -0.060
H -0.074 0.051 0.081
H -0.007 -0.020 0.026
C -0.294 -0.829 0.337
O -0.021 0.379 -0.359
C 0.090 -0.261 -0.185
H -0.087 0.060 0.013
C 0.332 -0.081 -0.027
O -0.502 0.114 -1.190
H -0.066 -0.028 -0.014
N -0.379 -0.758 0.958
N -0.082 -0.049 -0.414
C 0.076 0.257 0.451
O 0.994 0.991 -0.384
C 0.102 -0.076 0.246
H -0.050 0.034 -0.017
N 0.151 -0.194 -0.359
H 0.004 -0.005 0.049
C -0.378 -0.004 -0.249
Ca -0.045 -0.509 0.886
H 0.001 0.004 -0.065
H 0.012 -0.004 -0.003
H -0.013 -0.031 -0.047
C -0.199 -0.512 -0.064
O 0.024 0.059 0.035
C 0.152 0.337 -0.542
O 0.083 0.010 -0.082
H 0.037 0.138 -0.009
C 0.148 0.432 -0.373
C -0.236 0.049 0.209

Summary:
- Electronic energy: -4100.76475 Eh
- E_LUMO: -2.186 eV
- Net charge: 0
- HOMO: -8.843 eV
- Energy above the lowest of the compared OMol25 structures with the same formula, charge and spin: 5.0 kcal per mole
- Kohn-Sham gap: 6.657 eV

***

Question: Number 3 is which compound?
Answer: C11H12CaN4O5Se

***

Question: Among the records above, which one has the lowest electronic energy?
Answer: C11H12CaN4O5Se

***

Question: Which value of net charge does entry 1 give?
Answer: 0